1.
ORCA calculation (ωB97M-V/def2-TZVPD) on one molecule with the formula C18H20BrNO5.

Properties
E_HOMO: -8.025 eV
Energy relative to the best compared isomer or geometry (same formula, charge and spin): 2.276 eV
Structure (SMILES): COc1ccc([C@@H](NC=O)c2cc(OC)c(OC)cc2Br)cc1OC
HOMO-LUMO gap: 8.6 eV
LUMO: 0.54 eV
Total charge: 0

Cartesian coordinates (Å):
1 C 2.688784 -4.657739 -2.874784
2 H 1.753445 -5.196663 -2.711662
3 O 2.493180 -3.260947 -2.871278
4 C 1.981199 -2.611699 -1.792896
5 C 1.775173 -1.250345 -1.999754
6 C 1.265628 -0.427738 -1.016334
7 C 0.946212 -0.958845 0.222632
8 C 1.145468 -2.314955 0.444600
9 C 1.655360 -3.156321 -0.534498
10 O 1.856676 -4.496064 -0.329128
11 C 1.460770 -5.061610 0.896099
12 H 0.390485 -4.921681 1.077161
13 H 1.674433 -6.125609 0.803935
14 H 2.033180 -4.651724 1.734516
15 H 0.888719 -2.716309 1.411534
16 C 0.388660 -0.105246 1.344496
17 N 1.443297 0.373359 2.220342
18 C 2.684133 0.739905 1.857471
19 O 3.465254 1.295199 2.592497
20 H 2.928086 0.461898 0.818643
21 H 1.163817 0.639453 3.155602
22 C -0.454566 1.023202 0.787157
23 C -1.709343 0.778190 0.253277
24 C -2.470712 1.797801 -0.280437
25 C -2.008668 3.110562 -0.308234
26 C -0.729518 3.380898 0.221261
27 C 0.009107 2.331327 0.752435
28 H 0.989796 2.527426 1.154557
29 O -0.265545 4.666626 0.187958
30 C 1.013422 4.945764 0.707855
31 H 1.078151 4.710092 1.774284
32 H 1.797438 4.407467 0.166832
33 H 1.151112 6.016751 0.567854
34 O -2.882290 3.986543 -0.863796
35 C -2.594211 5.364868 -0.960341
36 H -2.444013 5.815963 0.022208
37 H -3.474820 5.801879 -1.430437
38 H -1.717766 5.552173 -1.583259
39 H -3.448142 1.602632 -0.691465
40 Br -2.425123 -0.983409 0.235223
41 H -0.260032 -0.740885 1.962484
42 H 1.113435 0.621224 -1.220901
43 H 2.028335 -0.856656 -2.971099
44 H 3.420161 -4.966671 -2.125674
45 H 3.069842 -4.885285 -3.870373

Atoms 1-3, force components in eV/Å:
C 0.1 -0.5 -0.1
H 0.1 0.0 0.0
O -0.1 0.3 0.1

What are the Mulliken partial charges on each atom? They are as follows, in elementary charge units: C -0.731; H 0.275; O -0.479; C 0.486; C -0.990; C -0.082; C -0.786; C -0.101; C 1.294; O -0.484; C -0.921; H 0.351; H 0.255; H 0.331; H 0.454; C -0.416; N -0.133; C 0.044; O -0.623; H 0.431; H 0.291; C -1.045; C -0.079; C -0.785; C 0.407; C 0.998; C -0.102; H 0.573; O -0.517; C -0.919; H 0.346; H 0.353; H 0.254; O -0.486; C -0.721; H 0.262; H 0.299; H 0.257; H 0.464; Br -0.179; H 0.645; H 0.517; H 0.444; H 0.252; H 0.294

---

2.
ORCA calculation (ωB97M-V/def2-TZVPD) on a 3-piece molecular cluster, C18H20F2N2O2S overall in a non-equilibrium geometry.

Properties
E_HOMO: -9.188 eV
Energy relative to the best compared isomer or geometry (same formula, charge and spin): 0.306 eV
Structure (SMILES): NCCCC(=O)OCN=C=S.Fc1ccccc1.Fc1ccccc1
HOMO-LUMO gap: 9.5 eV
LUMO: 0.36 eV
Total charge: 0

Cartesian coordinates (Å):
1 N -1.919982 -2.531094 -5.624737
2 C -0.715939 -3.077261 -6.245017
3 C 0.474621 -2.128960 -6.361112
4 C 1.295500 -2.000140 -5.065102
5 C 0.434714 -1.452359 -3.962291
6 O -0.012396 -0.341820 -3.974671
7 O 0.183133 -2.357072 -2.964832
8 C 0.160324 -1.844041 -1.653069
9 N -1.066505 -1.073534 -1.365954
10 C -0.966046 0.063378 -0.977119
11 S -0.912994 1.559649 -0.531853
12 H -1.905616 -2.626352 -4.619385
13 H -2.037762 -1.551820 -5.845999
14 H -0.980545 -3.432095 -7.240518
15 H -0.408815 -3.961866 -5.687698
16 H 0.184013 -1.148999 -6.732151
17 H 1.155071 -2.552156 -7.101470
18 H 1.651482 -2.992770 -4.806449
19 H 2.105749 -1.301788 -5.244423
20 H 1.056419 -1.266344 -1.437620
21 H 0.155396 -2.707127 -0.998556
22 F 0.776943 -1.528566 2.598265
23 C -0.294094 -1.088559 3.297300
24 C -0.674734 -1.772077 4.433876
25 C -1.774300 -1.314224 5.145417
26 C -2.474296 -0.196763 4.710648
27 C -2.071600 0.469922 3.561359
28 C -0.969023 0.026587 2.846335
29 H -0.118554 -2.644345 4.750021
30 H -2.084644 -1.833369 6.042258
31 H -3.332611 0.154004 5.267706
32 H -2.614105 1.340221 3.218116
33 H -0.633251 0.534828 1.951480
34 F -1.141155 3.641708 3.169321
35 C 0.198176 3.762198 3.279405
36 C 0.760355 3.862325 4.535367
37 C 2.138566 3.983316 4.637813
38 C 2.927757 4.008762 3.495736
39 C 2.337337 3.908135 2.243591
40 C 0.961054 3.780270 2.130219
41 H 0.126168 3.845402 5.411337
42 H 2.597137 4.057263 5.614594
43 H 4.001509 4.105362 3.582447
44 H 2.948320 3.928337 1.351293
45 H 0.479224 3.693834 1.166122

Atoms 1-3, force components in eV/Å:
N 0.1 -0.2 0.1
C -0.2 0.2 -0.1
C 0.5 -0.4 0.0

What are the Mulliken partial charges on each atom? They are as follows, in elementary charge units: N -0.631; C -0.620; C -0.560; C -0.539; C 0.527; O -0.501; O -0.283; C -0.379; N -0.274; C 0.535; S -0.378; H 0.298; H 0.276; H 0.318; H 0.310; H 0.298; H 0.352; H 0.301; H 0.283; H 0.424; H 0.288; F -0.325; C 0.244; C -0.508; C -0.310; C -0.648; C -0.311; C 0.008; H 0.424; H 0.364; H 0.388; H 0.378; H 0.266; F -0.340; C 0.307; C -0.422; C -0.338; C -0.492; C -0.426; C -0.266; H 0.428; H 0.361; H 0.378; H 0.374; H 0.422

---

3.
ORCA calculation (ωB97M-V/def2-TZVPD) on one molecule with the formula C18H20N2O.

Properties
E_HOMO: -7.806 eV
Energy relative to the best compared isomer or geometry (same formula, charge and spin): 0.922 eV
Structure (SMILES): O[C@@H](CNCCc1c[nH]c2ccccc12)c1ccccc1
HOMO-LUMO gap: 8.6 eV
LUMO: 0.79 eV
Total charge: 0

Cartesian coordinates (Å):
1 O -3.555499 -0.895242 1.182281
2 C -2.220217 -0.565637 1.458151
3 C -1.794603 0.758038 0.853393
4 C -2.568545 1.405576 -0.098969
5 C -2.161406 2.617860 -0.628041
6 C -0.982623 3.202536 -0.200018
7 C -0.212229 2.568555 0.760929
8 C -0.612944 1.352187 1.280438
9 H -0.007235 0.863173 2.030323
10 H 0.701060 3.025112 1.114911
11 H -0.671727 4.155273 -0.605188
12 H -2.771755 3.111443 -1.370769
13 H -3.502578 0.960931 -0.409589
14 C -1.288999 -1.720874 1.001979
15 N -1.804814 -2.302117 -0.229610
16 H -1.575344 -3.288772 -0.271195
17 C -1.421691 -1.665825 -1.475811
18 C 0.068974 -1.796255 -1.873054
19 C 0.897232 -0.638772 -1.419856
20 C 0.847918 0.627091 -1.927610
21 N 1.740169 1.434786 -1.278407
22 C 2.375737 0.708363 -0.316664
23 C 3.342994 1.083964 0.606377
24 C 3.811527 0.119047 1.471076
25 C 3.337093 -1.194527 1.416469
26 C 2.381391 -1.574121 0.501896
27 C 1.878067 -0.616678 -0.380231
28 H 2.028255 -2.595055 0.469237
29 H 3.733808 -1.922492 2.109069
30 H 4.560835 0.377462 2.204654
31 H 3.712509 2.098569 0.643338
32 H 1.861628 2.418196 -1.446313
33 H 0.234500 1.014603 -2.718511
34 H 0.472471 -2.724912 -1.463229
35 H 0.125160 -1.862636 -2.962269
36 H -2.037885 -2.129024 -2.253089
37 H -1.683597 -0.608121 -1.415984
38 H -0.262896 -1.350000 0.914094
39 H -1.315210 -2.500256 1.766942
40 H -2.135632 -0.467035 2.549392
41 H -3.523916 -1.484412 0.409457

Atoms 1-3, force components in eV/Å:
O -0.2 0.1 0.0
C 0.2 -0.1 0.1
C -0.2 0.1 0.1

What are the Mulliken partial charges on each atom? They are as follows, in elementary charge units: O -0.663; C -0.622; C 0.095; C -0.107; C -0.710; C -0.514; C -0.726; C -0.120; H 0.366; H 0.458; H 0.444; H 0.413; H 0.489; C 0.112; N -0.458; H 0.284; C -0.371; C -1.018; C 0.992; C -1.090; N 0.194; C -0.802; C -0.843; C -0.540; C -0.853; C -0.098; C 0.957; H 0.400; H 0.406; H 0.406; H 0.437; H 0.266; H 0.448; H 0.268; H 0.422; H 0.479; H -0.010; H -0.358; H 0.569; H 0.547; H 0.452

---

4.
ORCA calculation (ωB97M-V/def2-TZVPD) on one molecule with the formula C18H20N2O3.

Properties
E_HOMO: -8.332 eV
Energy relative to the best compared isomer or geometry (same formula, charge and spin): 0.750 eV
Structure (SMILES): CCOCCCNC(=O)CN1C(=O)c2cccc3cccc1c23
HOMO-LUMO gap: 7.8 eV
LUMO: -0.51 eV
Total charge: 0

Cartesian coordinates (Å):
1 C 2.704557 -2.776141 -3.757417
2 C 2.923542 -1.321045 -3.346213
3 O 2.131923 -0.882041 -2.266998
4 C 0.750616 -0.720403 -2.524808
5 C -0.086962 -1.880657 -1.971908
6 H 0.105151 -1.969383 -0.901180
7 H 0.219033 -2.814358 -2.443946
8 C -1.587038 -1.682659 -2.205480
9 N -2.116774 -0.571299 -1.450999
10 C -2.799378 -0.734241 -0.305283
11 O -3.186106 -1.796533 0.132166
12 C -3.051234 0.602325 0.417516
13 N -1.824683 1.098465 0.993978
14 C -0.855727 1.759214 0.259379
15 O -0.945710 1.976231 -0.938005
16 C 0.233407 2.085051 1.203118
17 C 1.448631 2.718595 1.121014
18 C 2.220528 2.804918 2.294562
19 C 1.815538 2.282154 3.502663
20 C 0.574623 1.618059 3.616149
21 C -0.167796 1.554908 2.438173
22 C -1.425694 0.934506 2.314714
23 C -1.977455 0.336239 3.415374
24 C -1.244195 0.391146 4.621334
25 C -0.020767 1.002253 4.742916
26 H 0.492447 1.010059 5.692669
27 H -1.680453 -0.080274 5.489974
28 H -2.926683 -0.175070 3.387946
29 H 2.451434 2.375709 4.371210
30 H 3.177154 3.303932 2.237540
31 H 1.810616 3.137837 0.195189
32 H -3.782951 0.450574 1.211638
33 H -3.425574 1.340607 -0.298375
34 H -1.766553 0.355050 -1.672566
35 H -2.130601 -2.572573 -1.878989
36 H -1.782497 -1.511259 -3.268691
37 H 0.461417 0.213158 -2.029552
38 H 0.572121 -0.605932 -3.602101
39 H 3.951236 -1.190928 -2.996113
40 H 2.766848 -0.666227 -4.217676
41 H 3.464458 -3.063967 -4.479398
42 H 1.727616 -2.911789 -4.215472
43 H 2.781935 -3.424210 -2.888054

Atoms 1-3, force components in eV/Å:
C 0.0 0.4 0.2
C 0.2 -0.1 -0.2
O 0.0 0.0 0.2

What are the Mulliken partial charges on each atom? They are as follows, in elementary charge units: C -1.083; C -0.269; O -0.390; C -0.407; C -0.163; H 0.202; H 0.266; C -1.039; N -0.119; C 0.820; O -0.666; C -1.137; N 0.304; C 0.326; O -0.779; C -0.064; C -0.545; C -0.597; C -0.767; C 0.362; C 1.283; C 0.254; C -0.689; C -0.717; C -0.865; H 0.417; H 0.376; H 0.404; H 0.440; H 0.369; H 0.527; H 0.456; H 0.326; H 0.329; H 0.410; H 0.350; H 0.153; H 0.332; H 0.308; H 0.328; H 0.399; H 0.274; H 0.284

---

5.
ORCA calculation (ωB97M-V/def2-TZVPD) on one molecule with the formula C18H20N2O3S.

Properties
E_HOMO: -8.074 eV
Energy relative to the best compared isomer or geometry (same formula, charge and spin): 1.140 eV
Structure (SMILES): COC(=O)Cc1ccc(NC(=S)NCc2ccc(OC)cc2)cc1
HOMO-LUMO gap: 8.7 eV
LUMO: 0.64 eV
Total charge: 0

Cartesian coordinates (Å):
1 C -3.753755 -0.483368 0.496456
2 H -3.496551 0.157146 1.336447
3 H -3.448792 -0.020697 -0.443875
4 H -4.829848 -0.666390 0.474484
5 O -3.059355 -1.711133 0.680170
6 C -2.761406 -2.408482 -0.417610
7 O -3.061543 -2.077911 -1.533388
8 C -1.921187 -3.624789 -0.069567
9 C -0.507937 -3.114293 0.022895
10 C 0.110263 -2.929882 1.252846
11 C 1.355226 -2.337440 1.332977
12 C 2.000049 -1.901473 0.178475
13 C 1.414361 -2.149029 -1.062008
14 C 0.168613 -2.743197 -1.132878
15 H -0.294073 -2.906550 -2.094571
16 H 1.944788 -1.893879 -1.967789
17 N 3.206352 -1.185680 0.281027
18 C 3.356457 0.127454 -0.082085
19 N 2.478252 0.641166 -0.965040
20 H 1.691683 0.051107 -1.208842
21 C 2.202650 2.059713 -1.068674
22 C 0.816077 2.331538 -0.546499
23 C -0.147661 2.953426 -1.322239
24 C -1.440443 3.132086 -0.856097
25 C -1.791862 2.670648 0.406327
26 C -0.822989 2.047627 1.195697
27 C 0.459655 1.885155 0.724134
28 H 1.200445 1.406113 1.347983
29 H -1.103194 1.701926 2.178071
30 O -3.034880 2.766565 0.958796
31 C -4.049206 3.409454 0.224852
32 H -3.790057 4.450510 0.008790
33 H -4.262414 2.884325 -0.711749
34 H -4.933280 3.383772 0.859719
35 H -2.161318 3.622954 -1.490440
36 H 0.107841 3.308715 -2.310079
37 H 2.963794 2.584319 -0.482022
38 H 2.289037 2.370524 -2.114146
39 S 4.615010 0.988346 0.552025
40 H 3.824597 -1.451667 1.036987
41 H 1.821695 -2.180485 2.294641
42 H -0.394997 -3.232491 2.157682
43 H -2.022630 -4.360741 -0.866710
44 H -2.248534 -4.039785 0.881772

Atoms 1-3, force components in eV/Å:
C -0.1 0.4 -0.2
H 0.0 -0.1 0.0
H 0.0 0.0 0.1

What are the Mulliken partial charges on each atom? They are as follows, in elementary charge units: C -0.704; H 0.216; H 0.341; H 0.328; O -0.294; C 0.779; O -0.600; C -1.145; C 0.419; C -0.777; C -0.728; C 0.167; C -0.389; C -0.205; H 0.421; H 0.584; N -0.153; C 0.241; N -0.074; H 0.262; C -1.287; C 0.226; C -1.034; C -0.505; C 0.630; C -0.395; C 0.183; H 0.419; H 0.445; O -0.434; C -0.939; H 0.382; H 0.344; H 0.254; H 0.419; H 0.328; H 0.554; H 0.324; S -0.430; H 0.302; H 0.409; H 0.348; H 0.369; H 0.397